Entry 1:
{"formula": "C15H20ErNO3", "method": "wB97M-V/def2-TZVPD", "s2": 3.753, "multiplicity": 4, "total_charge": -2, "lumo_energy_ev": [4.97, 4.97], "homo_lumo_gap_ev": [2.71, 2.72], "e_tot_ha": -1878.97797, "homo_ev": [2.255, 2.250], "e_above_lowest_kcal_mol": 0.00, "symbols": ["Er", "C", "C", "C", "H", "C", "C", "H", "H", "H", "H", "C", "C", "C", "H", "C", "C", "H", "H", "H", "H", "O", "C", "C", "C", "C", "C", "H", "H", "H", "H", "H", "H", "H", "H", "H", "H", "O", "N", "O"], "xyz": [[0.091, -0.522, 1.633], [2.246, 0.370, 2.784], [2.702, -0.461, 1.712], [2.406, 0.212, 0.483], [3.211, -1.421, 1.803], [1.798, 1.463, 0.797], [1.703, 1.556, 2.216], [1.323, 2.418, 2.778], [2.366, 0.151, 3.851], [2.679, -0.119, -0.519], [1.524, 2.218, 0.054], [-2.451, 0.306, 2.192], [-1.663, 1.440, 2.557], [-1.195, 2.053, 1.359], [-1.518, 1.817, 3.574], [-1.666, 1.296, 0.252], [-2.441, 0.207, 0.761], [-3.008, -0.504, 0.155], [-3.035, -0.327, 2.863], [-0.631, 2.983, 1.279], [-1.575, 1.572, -0.803], [0.536, -1.801, 0.065], [-0.307, -0.233, -3.170], [0.357, -1.476, -2.713], [0.477, 1.001, -3.203], [-1.770, -0.176, -3.300], [0.539, -2.272, -1.265], [1.381, -1.461, -3.119], [-0.127, -2.294, -3.286], [-0.234, -3.060, -1.292], [1.534, -2.750, -1.401], [0.510, 1.452, -4.219], [1.519, 0.807, -2.906], [0.088, 1.792, -2.531], [-2.116, -0.412, -4.327], [-2.192, 0.816, -3.060], [-2.261, -0.909, -2.637], [-0.037, -0.949, 3.993], [-0.318, -2.189, 3.891], [-0.448, -2.593, 2.696]], "lowdin_spin": [3.02, 0.00, 0.00, 0.00, 0.00, 0.00, 0.00, 0.00, 0.00, 0.00, 0.00, 0.00, 0.00, 0.00, 0.00, 0.00, 0.00, 0.00, 0.00, 0.00, 0.00, 0.00, 0.00, 0.00, 0.00, 0.00, 0.00, 0.00, 0.00, 0.00, 0.00, 0.00, 0.00, 0.00, 0.00, 0.00, 0.00, 0.00, 0.00, 0.00]}

Entry 2:
{"formula": "C3H4F5NO2S", "method": "wB97M-V/def2-TZVPD", "lumo_energy_ev": 0.40, "homo_lumo_gap_ev": 10.34, "e_tot_ha": -1219.29876, "homo_ev": -9.937, "symbols": ["C", "C", "C", "N", "O", "O", "F", "F", "F", "F", "F", "S", "H", "H", "H", "H"], "xyz": [[1.838, 1.180, 0.166], [0.774, -2.178, -0.255], [-2.620, 1.042, -0.017], [-0.306, -0.276, 0.121], [0.647, 0.978, -0.484], [0.379, -1.257, 0.738], [2.055, -1.949, -0.549], [0.706, -3.380, 0.313], [-2.329, 1.912, -1.009], [-3.648, 1.616, 0.576], [-3.107, -0.043, -0.518], [-1.295, 0.641, 1.168], [2.662, 1.057, -0.568], [2.046, 0.405, 0.946], [1.879, 2.228, 0.540], [0.317, -1.975, -1.168]], "mulliken_charge": [-0.55, 0.42, 0.73, 0.05, -0.30, -0.24, -0.26, -0.22, -0.23, -0.23, -0.23, -0.03, 0.23, 0.29, 0.24, 0.33]}

Entry 3:
{"formula": "C3H12N2O2", "method": "wB97M-V/def2-TZVPD", "s2": 0.750, "multiplicity": 2, "total_charge": -1, "lumo_energy_ev": [3.83, 3.73], "homo_lumo_gap_ev": [2.74, 9.12], "e_tot_ha": -381.40715, "homo_ev": [1.085, -5.385], "e_above_lowest_kcal_mol": 28.58, "symbols": ["C", "C", "O", "N", "C", "N", "H", "H", "H", "H", "H", "H", "H", "H", "H", "H", "H", "H", "O"], "xyz": [[0.363, 0.658, 0.732], [1.176, -0.412, 1.475], [0.514, -1.693, 1.346], [0.009, 0.327, -0.597], [-1.159, 1.059, -1.132], [-2.347, 0.876, -0.280], [-0.451, 0.883, 1.414], [0.945, 1.613, 0.822], [1.228, -0.186, 2.558], [2.251, -0.480, 1.304], [-0.374, -1.398, 1.122], [0.734, 0.556, -1.280], [-0.877, 2.094, -1.364], [-1.374, 0.646, -2.120], [-2.836, 1.758, -0.251], [-2.744, 0.004, -0.588], [1.533, -2.408, -0.346], [1.362, -1.789, -1.707], [2.045, -2.107, -1.108]], "lowdin_spin": [0.06, 0.03, 0.03, 0.02, 0.34, 0.06, 0.01, 0.02, 0.00, 0.00, 0.01, 0.06, 0.08, 0.09, 0.07, 0.06, 0.01, 0.02, 0.04]}

Entry 4:
{"formula": "C3H7N4O3", "method": "wB97M-V/def2-TZVPD", "s2": 2.093, "multiplicity": 3, "total_charge": 1, "lumo_energy_ev": [-6.32, -6.54], "homo_lumo_gap_ev": [6.79, 7.68], "e_tot_ha": -562.59619, "homo_ev": [-13.113, -14.216], "e_above_lowest_kcal_mol": 37.25, "symbols": ["C", "C", "C", "N", "N", "N", "N", "O", "O", "O", "H", "H", "H", "H", "H", "H", "H"], "xyz": [[-0.909, 0.501, -1.154], [-1.259, -0.663, 1.003], [1.641, -0.390, -0.200], [0.620, 0.512, 0.786], [1.575, -1.639, -0.415], [2.548, 0.451, -0.655], [-0.777, 0.502, 0.329], [1.137, 1.614, 1.001], [0.876, -2.539, -0.022], [2.494, 1.641, -0.488], [-1.854, 0.850, -1.475], [-0.154, 1.272, -1.443], [-0.524, -0.438, -1.504], [-0.889, -1.691, 0.699], [-1.036, -0.592, 2.043], [-2.303, -0.890, 0.788], [-1.187, 1.500, 0.706]], "lowdin_spin": [0.00, 0.01, 0.01, 0.07, 0.57, 0.29, 0.00, 0.09, 0.75, 0.20, 0.00, 0.00, 0.00, 0.00, 0.00, 0.00, 0.00]}